H3N2O3S | ωB97M-V/def2-TZVPD

ORCA input file:
```
! RIJCOSX wB97M-V def2-TZVPD def2/J DEFGRID3
* xyz -1 1
N -1.44 -0.36 0.20
N -0.48 0.64 0.56
O 2.09 0.75 0.54
O 0.87 0.27 -1.56
O 0.91 -1.37 0.22
S 0.98 0.05 -0.12
H -1.28 -0.47 -0.80
H -0.87 -1.11 0.72
H -0.79 1.60 0.25
*
```

E_LUMO, eV: 4.178
ΔE to the lowest compared entry with this formula, charge and spin, kJ/mol: 54.2
Structure (SMILES): NNS(=O)(=O)[O-]
Strongest force on any atom, eV/A: 2.58
HOMO level, Eh: -0.1845

C20H29N3O5S | ωB97M-V/def2-TZVPD

ORCA input file:
```
! RIJCOSX wB97M-V def2-TZVPD def2/J DEFGRID3
* xyz 0 1
C -5.76 -0.78 -2.26
H -5.29 0.17 -2.05
C -6.16 -1.51 -0.98
C -4.98 -1.84 -0.07
C -4.64 -0.74 0.95
N -4.22 0.50 0.33
C -2.93 0.84 0.20
O -2.00 0.18 0.63
C -2.72 2.17 -0.54
N -1.36 2.62 -0.40
C -1.01 3.66 0.45
O -1.77 4.39 1.02
O 0.34 3.73 0.50
C 0.84 2.72 -0.27
C 2.16 2.39 -0.51
C 2.37 1.30 -1.34
C 1.33 0.59 -1.92
C 0.01 0.93 -1.69
C -0.22 2.00 -0.84
H -0.81 0.38 -2.12
H 1.58 -0.23 -2.58
S 4.06 0.74 -1.62
O 4.92 1.87 -1.46
O 4.07 0.03 -2.87
N 4.43 -0.34 -0.43
C 4.70 0.16 0.89
H 5.05 1.19 0.77
C 3.47 0.10 1.81
C 3.84 0.55 3.22
H 4.60 -0.10 3.64
H 4.22 1.57 3.21
H 2.96 0.52 3.87
C 2.92 -1.33 1.80
C 2.58 -1.77 0.38
C 2.05 -3.20 0.35
H 1.82 -3.50 -0.67
H 1.14 -3.28 0.95
H 2.79 -3.89 0.75
C 3.84 -1.65 -0.49
H 3.62 -1.85 -1.54
H 4.59 -2.38 -0.15
H 1.81 -1.10 -0.01
H 2.03 -1.39 2.43
H 3.67 -2.01 2.22
H 2.70 0.76 1.41
H 5.51 -0.44 1.32
H 2.99 2.93 -0.10
H -3.36 2.95 -0.12
H -2.95 2.03 -1.61
H -4.94 1.10 -0.05
H -3.82 -1.07 1.58
H -5.51 -0.53 1.57
H -5.20 -2.74 0.51
H -4.09 -2.05 -0.67
H -6.90 -0.92 -0.43
H -6.65 -2.45 -1.27
H -5.07 -1.39 -2.83
H -6.64 -0.60 -2.87
*
```

E_LUMO, eV: 0.379
ΔE to the lowest compared entry with this formula, charge and spin, kJ/mol: 55.0
Structure (SMILES): CCCCNC(=O)Cn1c(=O)oc2cc(S(=O)(=O)N3C[C@H](C)C[C@H](C)C3)ccc21
Strongest force on any atom, eV/A: 1.09
HOMO level, Eh: -0.3177

C21H47BrGaN2O9 | ωB97M-V/def2-TZVPD

ORCA input file:
```
! RIJCOSX wB97M-V def2-TZVPD def2/J DEFGRID3
* xyz -1 1
C 0.01 -0.66 2.83
N -0.93 0.00 1.93
C -0.23 0.75 0.84
Ga -0.99 0.57 -1.04
O -0.40 -1.06 -1.71
C -0.33 2.15 -2.13
C 0.41 1.82 -3.42
C -0.45 1.05 -4.42
Br 2.11 0.89 -3.04
N -2.94 0.46 -1.27
C -3.46 -0.86 -1.42
C -3.31 -1.76 -0.21
O -3.95 -1.27 -2.44
C -3.80 1.35 -0.68
C -3.17 2.37 0.25
O -5.01 1.35 -0.84
H 0.63 0.04 3.42
H -0.53 -1.31 3.52
H 0.69 -1.28 2.24
H -1.39 0.71 2.49
H 0.82 0.44 0.79
H -0.19 1.82 1.10
H 0.37 -1.34 -1.21
H -1.22 2.72 -2.43
H 0.30 2.83 -1.53
H 0.76 2.74 -3.89
H -0.90 1.75 -5.12
H -1.27 0.53 -3.91
H 0.12 0.32 -4.99
H -2.63 -2.58 -0.48
H -4.29 -2.18 0.03
H -2.90 -1.24 0.66
H -2.94 1.87 1.19
H -3.90 3.16 0.43
H -2.25 2.81 -0.15
C 4.39 5.39 0.11
O 3.27 6.22 0.33
C 2.06 5.76 -0.24
C 0.92 5.69 0.76
O 1.06 4.75 1.79
C 2.03 4.93 2.81
C 1.76 6.04 3.79
O 1.80 7.33 3.20
C 0.67 8.14 3.41
H 4.94 5.71 -0.79
H 5.06 5.49 0.97
H 4.11 4.34 0.00
H 2.19 4.78 -0.70
H 1.75 6.47 -1.02
H 0.05 5.34 0.19
H 0.66 6.69 1.14
H 3.04 5.00 2.40
H 1.99 4.00 3.39
H 2.53 5.99 4.57
H 0.79 5.87 4.27
H -0.24 7.55 3.51
H 0.56 8.80 2.55
H 0.79 8.76 4.31
C -2.10 -9.00 -0.58
O -0.92 -8.46 -0.04
C 0.29 -8.90 -0.62
C 1.19 -7.77 -1.07
O 0.70 -6.99 -2.14
C -0.38 -6.09 -1.92
C -0.06 -4.87 -1.09
O 0.28 -5.19 0.26
C 1.47 -4.62 0.73
H -2.42 -9.89 -0.03
H -2.89 -8.24 -0.50
H -1.99 -9.26 -1.64
H 0.09 -9.57 -1.46
H 0.84 -9.47 0.14
H 2.09 -8.26 -1.47
H 1.50 -7.16 -0.22
H -1.26 -6.61 -1.53
H -0.63 -5.72 -2.91
H -0.96 -4.24 -1.07
H 0.74 -4.29 -1.56
H 2.20 -4.48 -0.07
H 1.90 -5.30 1.47
H 1.29 -3.65 1.21
*
```

E_LUMO, eV: 2.450
Strongest force on any atom, eV/A: 0.84
HOMO level, Eh: -0.1765

C2H3N3O | ωB97M-V/def2-TZVPD

ORCA input file:
```
! RIJCOSX wB97M-V def2-TZVPD def2/J DEFGRID3
* xyz 0 1
O -2.08 -0.30 0.78
C -0.26 0.15 0.09
C -1.27 -0.52 -0.39
N 1.90 0.42 -0.79
N 1.85 0.60 0.45
N 0.55 0.74 0.82
H -1.90 -0.98 1.43
H -1.68 -0.50 -1.39
H 2.89 0.39 -1.02
*
```

E_LUMO, eV: 0.025
ΔE to the lowest compared entry with this formula, charge and spin, kJ/mol: 581.0
Structure (SMILES): [H]/N=N/N=C=CO
Strongest force on any atom, eV/A: 1.53
HOMO level, Eh: -0.3261

C4H12O | ωB97M-V/def2-TZVPD

ORCA input file:
```
! RIJCOSX wB97M-V def2-TZVPD def2/J DEFGRID3
* xyz 0 1
C 0.78 2.39 -0.25
O 0.13 2.87 -1.42
H -0.17 3.87 -1.10
H 1.56 2.97 0.14
H 1.19 1.43 -0.64
H 0.11 2.40 0.63
C 0.22 -1.57 0.14
C -0.84 -1.77 -0.99
C -0.38 -1.13 1.45
H 1.11 -0.86 -0.28
H 0.91 -2.40 0.28
H -0.28 -2.13 -1.86
H -1.65 -2.54 -0.67
H 0.42 -1.32 2.24
H -1.33 -0.79 -1.02
H -1.31 -1.38 1.89
H -0.47 -0.03 1.46
*
```

E_LUMO, eV: 0.841
ΔE to the lowest compared entry with this formula, charge and spin, kJ/mol: 198.2
Structure (SMILES): CCC.CO
Strongest force on any atom, eV/A: 5.36
HOMO level, Eh: -0.3790

C4H9Cl | ωB97M-V/def2-TZVPD

ORCA input file:
```
! RIJCOSX wB97M-V def2-TZVPD def2/J DEFGRID3
* xyz 0 1
C 0.39 1.27 -0.24
C 0.16 -0.05 0.36
C 0.76 -1.04 -0.72
C -1.11 -0.33 0.97
H 0.27 0.94 -1.48
H -0.47 2.23 -0.01
H 1.51 1.64 0.09
H 0.98 -0.38 0.99
H 1.80 -0.54 -0.85
H 0.59 -2.18 -0.43
H 0.20 -0.74 -1.51
H -1.40 -1.24 1.75
H -1.42 0.43 1.62
Cl -2.27 -0.01 -0.54
*
```

E_LUMO, eV: 0.870
ΔE to the lowest compared entry with this formula, charge and spin, kJ/mol: 385.1
Structure (SMILES): CC(C)CCl
Strongest force on any atom, eV/A: 4.91
HOMO level, Eh: -0.3790

C21H24N2O5S | ωB97M-V/def2-TZVPD

ORCA input file:
```
! RIJCOSX wB97M-V def2-TZVPD def2/J DEFGRID3
* xyz 0 1
C -0.55 3.10 -5.86
C -1.20 1.79 -5.55
C -2.00 1.63 -4.42
C -2.60 0.42 -4.12
C -2.38 -0.67 -4.96
C -1.59 -0.53 -6.09
C -1.00 0.69 -6.38
H -0.38 0.80 -7.26
H -1.43 -1.37 -6.74
H -2.84 -1.62 -4.74
C -3.41 0.26 -2.87
H -3.85 1.22 -2.59
H -4.21 -0.46 -3.03
C -2.53 -0.24 -1.71
N -1.48 0.70 -1.42
C -1.24 1.18 -0.20
O -1.95 0.94 0.77
C -0.04 2.12 -0.08
C 0.74 1.73 1.16
H 0.07 1.57 2.00
H 1.52 2.45 1.41
S 1.60 0.15 0.82
O 0.86 -0.58 -0.17
O 2.96 0.47 0.48
C 1.60 -0.70 2.41
C 2.74 -0.50 3.17
C 2.83 -1.04 4.44
C 1.74 -1.78 4.94
C 0.62 -1.97 4.15
C 0.52 -1.44 2.87
C -0.71 -1.67 2.06
H -0.44 -1.97 1.05
H -1.34 -2.43 2.51
H -1.29 -0.75 1.96
H -0.20 -2.55 4.56
N 1.82 -2.27 6.24
C 2.96 -2.24 6.98
O 3.00 -2.63 8.13
C 4.18 -1.76 6.22
H 4.67 -2.65 5.79
O 3.93 -0.81 5.20
H 4.88 -1.29 6.92
H 0.99 -2.65 6.67
H 3.55 0.07 2.76
H -0.42 3.14 0.02
H 0.60 2.05 -0.96
H -0.79 0.84 -2.15
H -3.12 -0.35 -0.80
H -2.09 -1.21 -1.97
H -2.17 2.48 -3.77
H -0.77 3.40 -6.89
H -0.90 3.88 -5.19
H 0.53 3.02 -5.77
*
```

E_LUMO, eV: 0.518
ΔE to the lowest compared entry with this formula, charge and spin, kJ/mol: 88.4
Structure (SMILES): Cc1cccc(CCNC(=O)CCS(=O)(=O)c2cc3c(cc2C)NC(=O)CO3)c1
Strongest force on any atom, eV/A: 0.67
HOMO level, Eh: -0.3194

C4H7NO | ωB97M-V/def2-TZVPD

ORCA input file:
```
! RIJCOSX wB97M-V def2-TZVPD def2/J DEFGRID3
* xyz 0 1
C 1.91 -0.47 -0.21
C 0.79 0.43 -0.10
C -1.27 -0.61 0.38
C -1.55 0.74 -0.25
H 1.38 -1.44 0.10
H 2.31 -0.49 -1.18
H 2.62 -0.22 0.69
H -1.76 -1.54 0.17
H -1.14 -0.58 1.44
H -2.39 0.97 -1.00
H -1.23 1.60 0.41
N -0.54 0.04 -0.67
O 0.88 1.57 0.21
*
```

E_LUMO, eV: 1.055
ΔE to the lowest compared entry with this formula, charge and spin, kJ/mol: 295.4
Structure (SMILES): CC(=O)N1CC1
Strongest force on any atom, eV/A: 8.31
HOMO level, Eh: -0.3590

Question: Which of these has the highest strongest force on any atom?
Answer: C4H7NO

Question: Look up the HOMO level of the second one.
Answer: -0.3177 Eh